(1)
# C4H6S

C4H6S in the gas phase in a non-equilibrium geometry (wB97M-V/def2-TZVPD, the Open Molecules 2025 dataset).

```
11
Properties=species:S:1:pos:R:3:nbo_charge:R:1
C 1.30140 -0.86511 -0.13261 -0.33
C 0.15320 -0.23781 -0.05973 -0.11
C 0.02429 1.31807 -0.00900 -0.65
C -1.13770 -0.97369 -0.03503 -0.28
S -2.57375 -0.11870 -0.09446 0.03
H 2.19909 -0.09941 -0.11435 0.22
H 1.28008 -1.93156 -0.14478 0.22
H -0.36793 1.49397 0.99604 0.22
H -0.72785 1.84062 -0.70098 0.25
H 0.99012 1.78867 -0.15166 0.21
H -1.14094 -2.21505 0.44657 0.22
```

* charge: 0
* 2S+1: 1
* LUMO: -0.80 eV
* highest occupied orbital energy: -8.71 eV
* molecular weight: 86.16 g mol⁻¹
* gap between HOMO and LUMO: 7.9 eV
* SMILES string: C=C(C)C=S
* ΔE to the lowest compared entry with this formula, charge and spin: 176.0 kJ/mol
* max |F|: 4.255 eV Å⁻¹
* E_tot: -15077.969 eV



(2)
# C2H38O19V

A molecular structure, C2H38O19V in a non-equilibrium geometry (wB97M-V/def2-TZVPD, the Open Molecules 2025 dataset).

```
60
Properties=species:S:1:pos:R:3:lowdin_spin:R:1
V 16.30800 4.60300 -2.91200 2.83
O 17.94300 3.23300 -2.97100 0.02
C 18.29600 3.61100 -4.29600 0.01
C 18.45600 5.14700 -4.35500 0.01
O 17.20100 5.76100 -4.37800 0.02
H 17.61600 3.23000 -5.06500 0.00
H 19.26400 3.13800 -4.46500 0.00
H 19.03400 5.42500 -5.19900 0.00
H 18.94900 5.50400 -3.45200 0.00
O 14.98000 3.93300 -4.37400 0.04
H 15.12000 3.20700 -4.94300 0.00
H 14.82400 4.56800 -5.11300 0.00
O 15.98500 7.52200 -5.83300 0.00
H 15.71400 8.14200 -5.22000 0.00
H 16.34100 6.79300 -5.33500 0.00
O 18.79400 2.39100 0.02300 0.00
H 18.20700 1.68300 -0.12800 0.00
H 19.17300 2.63500 -0.81100 0.00
O 19.64300 -0.01800 -5.08900 0.00
H 20.35200 0.65900 -5.05700 0.00
H 20.05600 -0.79300 -5.43400 0.00
O 20.20700 5.96100 -0.91200 0.00
H 21.05400 6.10100 -1.41900 0.00
H 19.92800 6.85500 -1.08900 0.00
O 15.54400 1.18100 -3.78700 0.00
H 16.31300 1.08500 -3.25500 0.00
H 15.27400 0.29800 -3.82100 0.00
O 20.35200 3.56600 -2.09500 0.00
H 19.62900 3.72200 -2.69500 0.00
H 20.21000 4.32800 -1.53600 0.00
O 21.06100 3.94500 -6.27000 0.00
H 20.26200 4.21100 -6.68500 0.00
H 20.81900 3.13100 -5.83900 0.00
O 16.92700 0.58200 -6.43600 0.00
H 16.73700 0.37000 -5.54000 0.00
H 16.29400 1.31100 -6.59300 0.00
O 18.61000 8.23300 -4.17600 0.00
H 18.41300 7.30300 -4.28300 0.00
H 18.08400 8.79500 -4.76400 0.00
O 18.03900 0.68500 -2.81500 0.00
H 18.51800 0.51300 -3.62800 0.00
H 17.96000 1.65300 -2.83800 0.00
O 18.47300 7.31000 -7.11900 0.00
H 17.76800 7.33300 -6.50100 0.00
H 18.04500 7.13800 -7.93300 0.00
O 14.91000 6.34200 -2.72200 0.03
H 15.18300 7.19900 -2.43000 0.00
H 13.96000 6.35100 -2.50000 0.00
O 16.63200 4.79900 -6.88300 0.00
H 17.01200 5.06000 -6.02100 0.00
H 17.38700 4.91900 -7.43700 0.00
O 19.09700 1.97500 -7.36900 0.00
H 18.47200 1.49100 -6.82200 0.00
H 18.91300 1.74500 -8.27100 0.00
O 21.20200 8.04000 -4.96800 0.00
H 20.27900 7.90700 -4.62900 0.00
H 21.11400 8.35000 -5.86600 0.00
O 17.37200 5.46700 -1.09900 0.02
H 18.12300 5.08500 -0.63500 0.00
H 17.10100 6.27700 -0.61200 0.00
```

* charge: 0
* ⟨S²⟩: 3.7554
* 2S+1: 4
* LUMO (spin up / spin down): -1.00 / -1.03 eV
* highest occupied orbital energy (spin up / spin down): -8.25 / -9.23 eV
* molecular weight: 417.25 g mol⁻¹
* gap between HOMO and LUMO (spin up / spin down): 7.2 / 8.2 eV
* ΔE to the lowest compared entry with this formula, charge and spin: 0.8 kJ/mol
* max |F|: 2.929 eV Å⁻¹
* E_tot: -67281.564 eV



(3)
# C2H3OPS

2 unconnected molecules or ions with the total composition C2H3OPS in a non-equilibrium geometry (wB97M-V/def2-TZVPD, the Open Molecules 2025 dataset).

```
8
Properties=species:S:1:pos:R:3:nbo_charge:R:1
C 1.58004 -0.00064 0.14744 -0.23
C 0.99192 0.85696 -0.45107 -0.22
O -2.02416 1.32475 -0.18175 -0.91
P -1.60143 -1.64928 -0.12451 0.07
S -1.24652 0.23485 0.44194 0.85
H 2.47398 -0.43676 0.39242 0.23
H 0.20673 1.43757 -0.82193 0.24
H -0.38056 -1.76745 0.59748 -0.03
```

* charge: 0
* 2S+1: 1
* LUMO: -1.20 eV
* highest occupied orbital energy: -9.06 eV
* molecular weight: 106.09 g mol⁻¹
* gap between HOMO and LUMO: 7.9 eV
* ΔE to the lowest compared entry with this formula, charge and spin: 402.9 kJ/mol
* max |F|: 2.158 eV Å⁻¹
* E_tot: -24289.160 eV



(4)
# C49H48FeN4O2P2S2

A molecular structure, C49H48FeN4O2P2S2 in a non-equilibrium geometry (wB97M-V/def2-TZVPD, the Open Molecules 2025 dataset).

```
108
Properties=species:S:1:pos:R:3:lowdin_spin:R:1
Fe -1.11355 -0.80715 0.29433 3.76
C -1.77833 1.97444 -6.29281 0.00
C -1.74488 1.04093 -5.11859 0.00
C -1.02327 -0.11599 -5.12008 0.00
C -1.04388 -0.99562 -3.99537 0.00
C -0.64311 -2.32945 -3.92110 0.00
N 0.20844 -3.04234 -4.64539 0.00
C 1.37370 -2.51942 -5.35241 0.00
C 2.34717 -1.81283 -4.41455 0.00
C 2.96392 -2.62484 -3.27638 0.00
N 2.03752 -2.92864 -2.19184 0.00
C 1.91261 -4.10455 -1.62324 0.00
C 1.02477 -4.42991 -0.58902 0.00
C 0.99609 -5.75952 -0.07867 0.00
C 0.14696 -6.12083 0.92123 0.00
C 0.08605 -7.51454 1.47467 0.00
C -0.73615 -5.12545 1.42553 0.00
C -0.78260 -3.84431 0.95826 0.00
C -1.84506 -2.93299 1.46944 0.01
N -2.67866 -2.40231 0.65632 0.01
C -3.87125 -1.70885 1.18851 0.00
C -3.61909 -0.28485 1.69108 0.01
C -3.83297 0.81499 0.66995 0.00
N -2.88746 0.62526 -0.43168 0.03
C -3.26446 0.95363 -1.60066 0.00
C -2.47207 0.64166 -2.79947 0.00
C -2.50782 1.37178 -3.94999 0.00
C -1.69818 -0.57847 -2.77672 0.01
O -1.62118 -1.28819 -1.75572 0.03
C 0.15205 -3.42888 -0.05238 0.00
O 0.23132 -2.22781 -0.46077 0.04
H -1.52929 1.45449 -7.21714 0.00
H -1.06843 2.79601 -6.17245 0.00
H -2.76632 2.41783 -6.41602 0.00
H -0.49163 -0.39643 -6.02170 0.00
H -1.11128 -2.88271 -3.11145 0.00
H 0.27277 -4.00962 -4.37331 0.00
H 1.05562 -1.83169 -6.13536 0.00
H 1.83900 -3.36992 -5.85240 0.00
H 1.86322 -0.93063 -3.99260 0.00
H 3.17194 -1.44467 -5.03062 0.00
H 3.78882 -2.04305 -2.85651 0.00
H 3.38285 -3.56754 -3.63696 0.00
H 1.46844 -2.19180 -1.75794 0.00
H 2.55160 -4.89167 -2.01906 0.00
H 1.68262 -6.48814 -0.49663 0.00
H 0.98456 -8.07519 1.22108 0.00
H -0.77172 -8.06495 1.08336 0.00
H -0.00447 -7.50248 2.56117 0.00
H -1.41984 -5.41680 2.21756 0.00
H -1.97384 -2.86838 2.55323 0.00
H -4.31161 -2.32301 1.97753 0.00
H -4.57242 -1.68739 0.35108 0.00
H -2.56462 -0.24683 2.00009 0.00
H -4.17331 -0.08107 2.60556 0.00
H -3.65257 1.77887 1.14525 0.00
H -4.85509 0.80571 0.27557 0.00
H -4.21845 1.46753 -1.75966 0.00
H -3.11950 2.26901 -3.98991 0.00
S 2.19876 -0.86677 1.65238 0.16
P 1.45123 0.83560 1.04553 0.06
C -0.25001 0.89807 1.53025 0.63
P -0.52914 0.94239 3.29452 0.06
S -1.00824 -0.80212 4.06706 0.07
C 0.85426 1.69227 4.20332 0.00
C 1.63124 0.89932 5.04047 0.00
C 2.66206 1.46583 5.77752 0.00
C 2.91666 2.82393 5.68695 0.00
C 2.14768 3.62189 4.84899 0.00
C 1.12226 3.05855 4.11260 0.00
C -1.85143 2.18474 3.42822 0.02
C -1.84610 3.29999 2.59067 0.02
C -2.84567 4.25480 2.68380 0.00
C -3.86798 4.09502 3.61239 0.00
C -3.87722 2.98843 4.44726 0.00
C -2.87166 2.03582 4.35886 0.00
C 2.45392 2.26258 1.54476 0.00
C 2.14829 3.53271 1.05982 0.00
C 2.91595 4.62478 1.42330 0.00
C 4.00486 4.45175 2.27241 0.00
C 4.31017 3.19023 2.75603 0.00
C 3.53733 2.09709 2.39546 0.00
C 1.44836 1.07883 -0.75667 0.00
C 0.45195 1.78919 -1.41011 0.01
C 0.62133 2.16371 -2.73894 0.00
C 1.78524 1.83734 -3.41141 0.00
C 2.78638 1.12211 -2.76087 0.00
C 2.61533 0.73607 -1.44331 0.00
H 1.41915 -0.15941 5.10968 0.00
H 3.25898 0.84140 6.42904 0.00
H 3.71175 3.26698 6.27330 0.00
H 2.34642 4.68238 4.77059 0.00
H 0.53011 3.69529 3.46867 0.00
H -1.06124 3.41653 1.85074 0.01
H -2.83288 5.11840 2.03156 0.00
H -4.65510 4.83393 3.68389 0.00
H -4.66981 2.86609 5.17426 0.00
H -2.87668 1.16366 5.00195 0.00
H 1.30819 3.68022 0.38919 0.00
H 2.67282 5.60762 1.04195 0.00
H 4.61165 5.30223 2.55423 0.00
H 5.15198 3.05307 3.42216 0.00
H 3.76697 1.10979 2.77702 0.00
H -0.44987 2.06409 -0.87407 0.01
H -0.15271 2.73034 -3.23881 0.00
H 1.92248 2.14872 -4.43967 0.00
H 3.71021 0.89120 -3.27723 0.00
H 3.39810 0.20288 -0.91392 0.00
```

* charge: +1
* ⟨S²⟩: 8.7695
* 2S+1: 6
* LUMO (spin up / spin down): -3.24 / -3.25 eV
* highest occupied orbital energy (spin up / spin down): -9.73 / -9.74 eV
* molecular weight: 906.88 g mol⁻¹
* gap between HOMO and LUMO (spin up / spin down): 6.5 / 6.5 eV
* ΔE to the lowest compared entry with this formula, charge and spin: 160.4 kJ/mol
* max |F|: 1.190 eV Å⁻¹
* E_tot: -136278.255 eV